--- one ---
{
  "formula": "C10H30O10",
  "method": "the ωB97M-V functional and the def2-TZVPD basis",
  "homo_ev": -9.7767,
  "smiles": "OCCO.OCCO.OCCO.OCCO.OCCO",
  "multiplicity": 1,
  "gap_ev": 10.100,
  "symbols": ["O", "O", "O", "O", "O", "O", "O", "O", "O", "O", "C", "C", "C", "C", "C", "C", "C", "C", "C", "C", "H", "H", "H", "H", "H", "H", "H", "H", "H", "H", "H", "H", "H", "H", "H", "H", "H", "H", "H", "H", "H", "H", "H", "H", "H", "H", "H", "H", "H", "H"],
  "positions_angstrom": [[-1.864, -5.488, 4.163], [0.009, -1.308, -2.045], [-2.815, 2.672, -2.317], [5.188, 3.506, -0.579], [0.271, -3.084, 2.527], [-3.940, 4.139, -0.113], [2.515, 2.905, -0.815], [1.721, -4.335, -1.199], [-0.660, -0.992, 0.766], [0.287, 1.350, -0.888], [1.224, -1.967, -1.744], [-0.647, 1.471, 0.091], [-3.600, 3.831, -2.570], [-3.472, 4.725, -1.262], [-0.653, -5.172, 3.510], [3.528, 1.993, -0.453], [4.564, 2.682, 0.320], [-0.883, -3.902, 2.640], [-0.299, 0.379, 1.137], [0.772, -3.304, -1.087], [1.324, -5.164, -0.923], [1.841, 2.254, -1.024], [0.229, 0.475, -1.279], [-0.893, 0.569, 2.030], [4.119, 3.192, 1.174], [4.575, 4.221, -0.762], [1.996, -1.482, -1.148], [-0.720, 2.507, 0.423], [-2.290, -6.235, 3.737], [-0.162, -3.599, -1.567], [0.173, -5.085, 4.216], [-3.346, 4.337, -3.502], [0.468, -3.147, -0.052], [1.807, -2.228, -2.627], [-1.519, 1.040, -0.401], [0.006, -2.334, 1.990], [-1.326, -4.162, 1.678], [5.278, 1.994, 0.771], [-2.443, 5.024, -1.062], [-0.100, -1.383, -2.996], [-3.697, 4.790, 0.550], [-1.512, -3.181, 3.163], [-4.117, 5.597, -1.366], [4.029, 1.455, -1.258], [-0.596, -0.972, -0.191], [-4.603, 3.441, -2.740], [-3.162, 2.251, -1.527], [-0.388, -6.076, 2.961], [3.046, 1.266, 0.202], [0.734, 0.534, 1.449]],
  "nbo_charge": [-0.72, -0.76, -0.73, -0.71, -0.75, -0.72, -0.75, -0.72, -0.75, -0.75, -0.11, -0.08, -0.08, -0.08, -0.08, -0.09, -0.08, -0.09, -0.10, -0.08, 0.48, 0.50, 0.49, 0.18, 0.16, 0.47, 0.20, 0.21, 0.47, 0.15, 0.18, 0.19, 0.18, 0.19, 0.16, 0.49, 0.15, 0.17, 0.16, 0.50, 0.47, 0.18, 0.15, 0.16, 0.48, 0.17, 0.47, 0.15, 0.14, 0.18]
}

=====

--- two ---
{
  "formula": "C10H30O10",
  "method": "the ωB97M-V functional and the def2-TZVPD basis",
  "homo_ev": -9.9866,
  "smiles": "OCCO.OCCO.OCCO.OCCO.OCCO",
  "multiplicity": 1,
  "gap_ev": 10.270,
  "symbols": ["O", "O", "O", "O", "O", "O", "O", "O", "O", "O", "C", "C", "C", "C", "C", "C", "C", "C", "C", "C", "H", "H", "H", "H", "H", "H", "H", "H", "H", "H", "H", "H", "H", "H", "H", "H", "H", "H", "H", "H", "H", "H", "H", "H", "H", "H", "H", "H", "H", "H"],
  "positions_angstrom": [[3.500, -2.147, 6.383], [-0.497, 1.252, -0.068], [4.446, 8.404, 3.645], [0.001, -2.805, -6.009], [-5.214, -2.705, -3.307], [-5.809, -4.729, -0.899], [3.136, -2.691, -6.468], [2.296, -2.563, 3.409], [-2.611, -0.592, 1.222], [3.181, 5.930, 2.581], [1.765, -2.536, 4.705], [1.038, -2.309, -5.285], [2.667, -1.522, 5.452], [4.214, 6.662, 2.043], [-2.455, 0.828, 1.464], [-1.886, 1.489, 0.242], [-5.670, -4.050, -3.246], [-6.587, -4.359, -2.053], [4.226, 8.163, 2.284], [2.216, -1.735, -6.083], [2.836, -1.151, -5.403], [-6.300, -4.090, -4.134], [-3.439, 1.255, 1.656], [0.074, 1.957, 0.246], [-1.764, 0.778, 2.306], [5.086, 6.182, 2.487], [2.724, -3.309, -7.077], [3.300, -0.970, 4.757], [1.261, -3.180, -4.670], [-4.721, -4.585, -3.288], [-0.828, -2.702, -5.536], [-2.033, 2.549, 0.452], [0.748, -2.152, 4.624], [-7.278, -5.197, -2.141], [3.808, 7.904, 4.159], [3.230, 8.538, 2.049], [4.056, -1.543, 6.881], [-2.366, 1.060, -0.638], [0.647, -1.650, -4.511], [-1.927, -0.790, 0.579], [1.968, -0.855, 5.957], [4.195, 6.576, 0.957], [1.745, -3.542, 5.124], [1.960, -1.115, -6.942], [3.106, 6.104, 3.522], [-5.371, -3.966, -0.514], [-7.361, -3.614, -1.867], [4.876, 8.706, 1.598], [-5.917, -2.080, -3.498], [1.732, -3.105, 2.853]],
  "nbo_charge": [-0.73, -0.74, -0.71, -0.73, -0.74, -0.73, -0.71, -0.72, -0.73, -0.71, -0.08, -0.10, -0.07, -0.09, -0.10, -0.10, -0.09, -0.11, -0.09, -0.09, 0.18, 0.16, 0.19, 0.48, 0.19, 0.16, 0.46, 0.18, 0.17, 0.20, 0.48, 0.17, 0.16, 0.19, 0.45, 0.16, 0.47, 0.19, 0.16, 0.46, 0.15, 0.18, 0.18, 0.17, 0.45, 0.47, 0.17, 0.19, 0.46, 0.47]
}

=====

--- three ---
{
  "formula": "C10H30O10",
  "method": "the ωB97M-V functional and the def2-TZVPD basis",
  "homo_ev": -9.5156,
  "smiles": "OCCO.OCCO.OCCO.OCCO.OCCO",
  "multiplicity": 1,
  "gap_ev": 9.976,
  "symbols": ["O", "O", "O", "O", "O", "O", "O", "O", "O", "O", "C", "C", "C", "C", "C", "C", "C", "C", "C", "C", "H", "H", "H", "H", "H", "H", "H", "H", "H", "H", "H", "H", "H", "H", "H", "H", "H", "H", "H", "H", "H", "H", "H", "H", "H", "H", "H", "H", "H", "H"],
  "positions_angstrom": [[-13.223, 16.412, 11.829], [-9.137, 12.679, 5.846], [-10.391, 12.737, 8.612], [-9.027, 15.360, 9.810], [-15.237, 16.257, 14.218], [-13.727, 13.898, 12.863], [-15.279, 10.924, 5.564], [-15.032, 13.362, 7.339], [-8.924, 15.846, 12.763], [-13.393, 14.939, 9.000], [-15.649, 12.218, 5.295], [-14.027, 16.662, 10.748], [-9.560, 13.797, 6.654], [-10.189, 15.607, 10.652], [-14.407, 15.473, 9.850], [-14.597, 13.191, 5.990], [-14.885, 13.823, 13.705], [-9.780, 16.467, 11.865], [-10.838, 13.431, 7.425], [-15.764, 15.040, 13.615], [-15.708, 10.216, 5.082], [-9.851, 13.278, 9.193], [-13.625, 12.703, 5.932], [-10.611, 14.625, 10.876], [-13.650, 14.251, 8.377], [-10.620, 16.901, 12.407], [-13.515, 17.463, 10.211], [-9.717, 14.617, 5.951], [-8.249, 15.314, 10.373], [-16.654, 14.872, 14.221], [-16.710, 12.350, 5.517], [-15.506, 12.995, 13.355], [-15.532, 12.331, 4.212], [-8.779, 14.146, 7.331], [-15.316, 15.575, 9.252], [-13.291, 13.043, 12.907], [-10.913, 16.001, 9.939], [-16.039, 15.073, 12.559], [-15.428, 12.512, 7.551], [-14.788, 16.801, 13.564], [-14.776, 14.675, 10.504], [-9.008, 11.913, 6.413], [-15.009, 16.940, 11.148], [-14.683, 14.166, 5.513], [-13.275, 15.459, 12.004], [-11.326, 14.296, 7.878], [-7.985, 15.829, 12.572], [-9.319, 17.354, 11.420], [-14.527, 13.648, 14.720], [-11.502, 12.801, 6.837]],
  "nbo_charge": [-0.75, -0.73, -0.77, -0.75, -0.73, -0.75, -0.75, -0.74, -0.73, -0.78, -0.09, -0.08, -0.09, -0.10, -0.09, -0.08, -0.09, -0.10, -0.10, -0.10, 0.49, 0.48, 0.19, 0.17, 0.51, 0.21, 0.18, 0.17, 0.46, 0.19, 0.17, 0.17, 0.16, 0.18, 0.18, 0.49, 0.21, 0.17, 0.48, 0.49, 0.15, 0.47, 0.15, 0.19, 0.50, 0.20, 0.47, 0.16, 0.18, 0.18]
}

=====

The most stable of them is three.